Entry 1:
This record from the Open Molecules 2025 dataset describes a structure of composition C29H106B3NO27. The level of theory is ωB97M-V/def2-TZVPD.

Values from the calculation:
calculated total energy = -3329.12919 hartree

Last column: Mulliken charge in e.
Positions of all 166 atoms, in Å:
C  0.27  -1.61  -1.53  -0.1136
O  0.78  -2.66  -0.73  -0.4139
C  1.24  -2.22  0.53  -0.1213
B  2.81  -2.15  0.65  -0.0808
O  3.59  -1.38  -0.19  -0.2833
B  4.30  -0.44  0.56  0.9201
C  4.21  1.09  0.33  -0.6937
O  5.04  -0.99  1.63  -0.6022
B  4.17  -1.75  2.40  0.3468
C  3.88  -1.46  3.91  0.0337
C  3.43  -0.04  4.14  0.5420
C  2.08  0.27  3.61  -0.1196
N  4.09  0.86  4.75  -0.3296
O  3.49  -2.76  1.72  -0.0589
H  -0.10  -0.77  -0.95  -0.1223
H  -0.58  -2.00  -2.09  0.0988
H  1.04  -1.25  -2.21  0.2578
H  0.85  -2.88  1.30  0.2287
H  0.86  -1.22  0.76  -0.0782
H  3.18  1.38  0.51  0.1828
H  4.82  1.58  1.09  0.2153
H  4.51  1.39  -0.67  0.2869
H  3.05  -2.10  4.19  -0.5208
H  4.74  -1.66  4.55  0.5097
H  1.94  1.35  3.57  0.2394
H  1.28  -0.14  4.24  0.2569
H  1.94  -0.12  2.60  -0.4049
H  5.00  0.50  5.04  0.2199
C  -3.51  -3.67  -1.59  -0.5985
O  -2.99  -2.35  -1.43  -0.3312
H  -2.67  -4.34  -1.78  0.2610
H  -4.02  -4.00  -0.68  0.3188
H  -4.20  -3.72  -2.43  0.1661
H  -3.72  -1.76  -1.26  0.1889
C  0.39  4.46  4.25  -0.4876
O  0.43  3.04  4.45  -0.4018
H  0.55  4.65  3.19  0.3744
H  -0.58  4.86  4.54  0.1795
H  1.17  4.95  4.83  0.1023
H  0.30  2.86  5.38  0.1590
C  4.40  3.64  -3.36  -0.6167
O  4.70  2.31  -3.00  -0.4224
H  3.55  3.96  -2.76  0.2020
H  5.24  4.31  -3.17  0.2945
H  4.12  3.71  -4.42  0.2570
H  5.45  2.02  -3.54  0.2991
C  -0.56  2.32  0.89  -0.6588
O  -0.79  0.93  0.68  -0.4505
H  0.33  2.59  0.33  0.3459
H  -1.41  2.91  0.52  0.2667
H  -0.40  2.54  1.95  0.1589
H  -1.58  0.69  1.18  0.1873
C  -2.26  0.67  -2.67  -0.2677
O  -3.27  0.96  -1.71  -0.2787
H  -2.68  0.82  -3.67  0.2285
H  -1.41  1.35  -2.54  0.2962
H  -1.93  -0.36  -2.57  -0.0500
H  -2.88  0.83  -0.84  0.1440
C  -4.73  -7.64  -1.59  -0.6034
O  -3.64  -6.85  -2.07  -0.4139
H  -5.17  -7.11  -0.76  0.2313
H  -5.49  -7.78  -2.37  0.2820
H  -4.39  -8.62  -1.25  0.2768
H  -3.24  -7.32  -2.81  0.2617
C  -3.97  -1.53  -5.59  -0.0213
O  -4.99  -1.23  -4.63  -0.3666
H  -4.39  -1.39  -6.58  -0.0144
H  -3.12  -0.86  -5.47  0.2791
H  -3.64  -2.56  -5.48  -0.0631
H  -4.61  -1.36  -3.76  0.1690
C  -0.14  7.93  2.48  -0.4312
O  -0.73  6.64  2.36  -0.3980
H  0.82  7.90  1.96  0.0539
H  -0.77  8.70  2.02  0.2759
H  0.04  8.18  3.53  0.2583
H  -1.57  6.66  2.82  0.2521
C  6.25  -4.46  0.42  -0.0517
O  6.80  -3.16  0.54  -0.6893
H  7.06  -5.13  0.12  0.0246
H  5.84  -4.81  1.37  0.0054
H  5.47  -4.49  -0.34  0.2204
H  6.10  -2.56  0.81  0.4041
C  4.67  -4.88  4.78  -0.4480
O  3.31  -4.84  4.34  -0.5397
H  4.68  -5.23  5.81  0.2947
H  5.26  -5.57  4.17  0.2780
H  5.12  -3.89  4.74  0.1152
H  3.30  -4.52  3.43  0.2835
C  0.89  0.53  7.35  -0.7610
O  1.69  1.50  6.68  -0.4588
H  0.44  1.01  8.22  0.3594
H  0.09  0.17  6.69  0.3009
H  1.50  -0.31  7.67  0.2253
H  2.08  1.06  5.91  0.1683
C  0.75  5.91  7.74  -0.3628
O  -0.46  5.84  6.99  -0.4545
H  1.57  5.71  7.06  0.0018
H  0.89  6.91  8.17  0.3336
H  0.77  5.17  8.54  0.2642
H  -1.19  6.02  7.59  0.2659
C  -3.82  3.75  1.58  -0.3926
O  -4.07  2.42  1.11  -0.4306
H  -2.86  3.75  2.09  -0.0471
H  -3.78  4.45  0.74  0.3190
H  -4.60  4.06  2.28  0.3534
H  -4.91  2.42  0.65  0.2630
C  -6.36  0.00  -8.65  -0.2697
O  -5.05  -0.56  -8.75  -0.5015
H  -6.64  -0.02  -7.60  -0.0432
H  -6.37  1.03  -9.00  0.3045
H  -7.08  -0.59  -9.22  0.2542
H  -4.79  -0.54  -9.68  0.2774
C  -7.22  -3.05  -6.87  -0.2445
O  -8.26  -2.87  -7.83  -0.5574
H  -6.32  -3.35  -7.41  0.1402
H  -7.02  -2.13  -6.34  0.0085
H  -7.48  -3.84  -6.16  0.3411
H  -9.05  -2.61  -7.36  0.3023
C  -7.02  1.99  -4.60  -0.4039
O  -5.90  1.96  -3.71  -0.4276
H  -7.44  2.99  -4.57  0.2713
H  -6.70  1.77  -5.62  0.1238
H  -7.78  1.27  -4.28  0.1935
H  -5.54  1.07  -3.75  0.2383
C  1.08  -3.19  7.16  -0.7070
O  1.29  -2.64  5.86  -0.3411
H  0.56  -2.45  7.76  0.2128
H  0.47  -4.09  7.10  0.3079
H  2.04  -3.42  7.64  0.3004
H  1.76  -3.31  5.35  0.1430
C  4.30  4.06  6.02  -0.1807
O  5.12  5.03  5.36  -0.5722
H  3.88  4.54  6.90  0.2216
H  3.48  3.73  5.37  -0.0523
H  4.88  3.19  6.32  0.2904
H  5.49  4.61  4.58  0.2865
C  3.23  8.06  -0.46  -0.5652
O  2.90  7.57  0.84  -0.4562
H  2.75  9.03  -0.57  0.2361
H  4.31  8.18  -0.58  0.2528
H  2.86  7.39  -1.24  0.2624
H  3.32  6.72  0.95  0.2627
C  -9.47  0.97  -1.49  -0.3713
O  -10.48  1.14  -2.49  -0.5028
H  -8.56  0.66  -2.00  0.0571
H  -9.28  1.91  -0.97  0.2561
H  -9.76  0.20  -0.77  0.2840
H  -11.29  1.41  -2.06  0.2890
C  9.13  -7.16  -1.21  -0.4647
O  8.38  -8.34  -1.50  -0.5101
H  10.11  -7.27  -1.67  0.2610
H  8.64  -6.27  -1.62  0.1949
H  9.26  -7.03  -0.13  0.2251
H  7.52  -8.25  -1.09  0.2888
C  -4.27  -5.72  -5.58  -0.6348
O  -5.27  -5.44  -4.60  -0.4249
H  -4.72  -5.56  -6.56  0.2564
H  -3.41  -5.06  -5.47  0.2424
H  -3.93  -6.76  -5.52  0.3256
H  -4.87  -5.58  -3.74  0.2066
C  6.71  1.57  -6.45  -0.5622
O  6.11  1.14  -5.23  -0.4676
H  6.37  2.58  -6.64  0.2151
H  7.80  1.57  -6.38  0.2756
H  6.41  0.93  -7.29  0.2558
H  6.40  0.24  -5.05  0.2603

Entry 2:
This record from the Open Molecules 2025 dataset describes a structure of composition C29H18FN4O6PdS. The level of theory is ωB97M-V/def2-TZVPD.

Values from the calculation:
ΔE to the lowest compared entry with this formula, charge and spin = 0.669 eV
multiplicity = 3
<S²> = 2.028
charge = -1

Last column: Mulliken charge in e.
Positions of all 60 atoms, in Å:
Pd  -0.33  -0.30  0.23  -0.4711
O  3.43  -0.22  1.60  -0.7871
C  2.21  -0.21  1.48  0.6442
O  1.64  -0.41  0.31  -0.6782
C  1.30  0.02  2.60  -0.1014
C  1.74  0.05  3.92  -0.9058
C  0.86  0.19  4.95  -1.1510
C  -0.54  0.30  4.67  0.9668
C  -1.50  0.41  5.67  -0.6869
C  -2.85  0.53  5.38  -0.6074
C  -3.26  0.54  4.06  -0.7446
C  -2.33  0.42  3.04  0.2825
C  -0.97  0.28  3.31  -0.4645
N  -0.04  0.17  2.30  0.8780
H  2.81  -0.06  4.07  0.5324
H  1.19  0.20  5.98  0.3375
H  -1.17  0.40  6.70  0.3477
H  -3.58  0.61  6.18  0.3607
H  -4.31  0.62  3.81  0.4127
H  -2.66  0.39  2.01  0.4234
S  -4.29  1.71  -0.31  -0.3583
C  -4.67  0.02  -0.33  1.2809
C  -5.92  -0.59  -0.34  -0.6603
C  -5.96  -1.97  -0.39  -0.4493
C  -4.78  -2.73  -0.43  -0.7964
C  -3.54  -2.12  -0.42  -0.2735
C  -3.50  -0.73  -0.34  -0.4187
N  -2.34  0.05  -0.33  -0.2267
C  -2.62  1.32  -0.32  1.2591
C  -1.51  2.26  -0.21  0.6142
C  -1.63  3.64  -0.34  -0.7151
C  -0.50  4.43  -0.24  -0.7249
C  0.74  3.83  -0.01  -0.6749
C  0.86  2.45  0.12  -0.3026
C  -0.27  1.65  0.02  0.1805
H  -6.83  -0.01  -0.32  0.3871
H  -6.92  -2.48  -0.38  0.3695
H  -4.84  -3.81  -0.48  0.3919
H  -2.62  -2.68  -0.46  0.3584
H  -2.60  4.10  -0.52  0.3633
H  -0.57  5.50  -0.33  0.3882
H  1.62  4.45  0.07  0.4062
H  1.83  2.00  0.30  0.5419
F  2.96  -4.65  -2.09  -0.3391
C  2.70  -4.65  -0.78  0.4012
C  1.45  -4.58  -0.32  -0.1389
N  1.14  -4.61  1.02  0.1465
C  -0.24  -4.45  1.45  -1.5689
C  -0.80  -3.04  1.22  1.4764
O  -1.68  -2.62  1.95  -0.6183
O  -0.31  -2.46  0.18  -0.5810
C  2.14  -4.65  1.98  0.5828
O  1.93  -4.67  3.17  -0.6663
N  3.42  -4.69  1.46  -0.0760
C  3.83  -4.70  0.13  0.2938
O  5.00  -4.76  -0.18  -0.6564
H  0.61  -4.49  -0.99  0.4128
H  -0.30  -4.69  2.50  0.3998
H  -0.86  -5.16  0.89  0.1782
H  4.16  -4.68  2.15  0.2250